Formula: C3H7NO
Source: the Open Molecules 2025 dataset
Level of theory: ωB97M-V/def2-TZVPD

ORCA input file:
```
! wB97M-V def2-TZVPD RIJCOSX def2/J DEFGRID3
* xyz 0 1
C -1.321 0.572 1.431
N -0.369 -0.016 0.517
C -0.038 0.652 -0.501
O 0.845 0.219 -1.411
C 1.400 -1.062 -1.135
H -1.684 1.567 1.128
H -2.184 -0.094 1.535
H -0.861 0.660 2.422
H -0.411 1.648 -0.772
H 1.894 -1.062 -0.159
H 0.615 -1.824 -1.121
H 2.116 -1.259 -1.933
*
```

Properties
Molar mass (Da): 73.09
ΔE to the lowest compared entry with this formula, charge and spin (kcal per mole): 33.1
Structure (SMILES): C/N=C/OC
HOMO energy (eV): -9.7175
E (eV): -6761.31489

---

Formula: C14H8Cl24N3O2P
Source: the Open Molecules 2025 dataset
Level of theory: ωB97M-V/def2-TZVPD

ORCA input file:
```
! wB97M-V def2-TZVPD RIJCOSX def2/J DEFGRID3
* xyz 0 1
N -2.321 2.890 2.599
P -3.575 2.663 1.740
O -4.546 1.480 2.252
O -4.547 3.934 1.784
C -3.209 2.324 -0.034
C -4.033 1.433 -0.764
N -3.841 1.170 -2.024
C -2.792 1.818 -2.595
C -2.536 1.613 -3.970
C -1.482 2.224 -4.592
C -0.631 3.067 -3.832
C -0.876 3.289 -2.508
C -1.969 2.675 -1.846
N -2.170 2.944 -0.528
H -1.480 2.809 2.038
H -4.402 0.669 1.753
H -5.452 3.664 1.575
H -4.867 0.954 -0.266
H -3.185 0.944 -4.517
H -1.310 2.063 -5.645
H 0.215 3.523 -4.342
H -0.226 3.937 -1.937
Cl -1.597 -0.465 1.248
C -0.659 -1.301 0.000
Cl -1.210 -0.781 -1.610
Cl 1.046 -0.889 0.201
Cl -0.872 -3.040 0.183
Cl 1.109 -5.880 4.849
C -0.113 -5.067 3.868
Cl 0.606 -3.672 3.062
Cl -0.734 -6.189 2.648
Cl -1.440 -4.530 4.902
Cl 3.176 -2.344 -4.473
C 2.174 -3.418 -3.489
Cl 1.626 -4.780 -4.473
Cl 3.121 -4.021 -2.123
Cl 0.777 -2.523 -2.880
Cl 4.266 -7.973 7.046
C 5.014 -6.633 6.171
Cl 4.236 -5.119 6.643
Cl 6.735 -6.559 6.561
Cl 4.812 -6.880 4.434
Cl 1.168 1.801 2.421
C 1.519 3.060 3.617
Cl 0.096 3.347 4.607
Cl 2.866 2.531 4.636
Cl 1.970 4.549 2.776
Cl 4.900 2.823 -3.575
C 3.913 2.938 -5.034
Cl 4.223 4.478 -5.840
Cl 4.311 1.607 -6.126
Cl 2.197 2.844 -4.590
*
```

Properties
Molar mass (Da): 1132.08
Structure (SMILES): N=P(O)(O)c1cnc2ccccc2n1.ClC(Cl)(Cl)Cl.ClC(Cl)(Cl)Cl.ClC(Cl)(Cl)Cl.ClC(Cl)(Cl)Cl.ClC(Cl)(Cl)Cl.ClC(Cl)(Cl)Cl
HOMO energy (eV): -9.2072
E (eV): -333039.20052

---

Formula: C26H53I2N3O3
Source: the Open Molecules 2025 dataset
Level of theory: ωB97M-V/def2-TZVPD

ORCA input file:
```
! wB97M-V def2-TZVPD RIJCOSX def2/J DEFGRID3
* xyz 0 3
C 5.830 2.925 0.353
C 4.364 2.534 0.084
C 3.532 3.648 -0.560
N 3.335 3.401 -2.003
C 2.173 3.949 0.079
O 1.796 5.264 -0.349
C 2.216 6.295 0.521
C 1.002 3.079 -0.369
I 1.283 1.021 0.145
C -0.354 3.567 0.120
C -1.540 2.723 -0.341
I -0.455 3.767 2.267
H 6.084 3.878 -0.109
H 6.033 2.996 1.420
H 6.513 2.175 -0.043
H 3.902 2.194 1.009
H 4.346 1.665 -0.576
H 4.103 4.573 -0.427
H 3.231 4.292 -2.472
H 4.192 3.008 -2.373
H 2.274 3.945 1.166
H 1.502 6.429 1.336
H 2.262 7.215 -0.057
H 3.208 6.095 0.930
H 0.957 3.134 -1.456
H -0.485 4.577 -0.250
H -1.742 1.889 0.325
H -2.437 3.338 -0.364
H -1.342 2.325 -1.336
C 2.301 -4.846 -3.924
C 3.730 -4.805 -3.347
C 3.837 -5.681 -2.094
C 3.168 -5.078 -0.860
C 3.665 -3.656 -0.607
C 3.505 -2.745 -1.824
N 4.142 -3.407 -3.002
O 5.406 -3.230 -3.048
C 2.025 -2.422 -2.073
C 4.205 -1.417 -1.582
C 4.681 -5.323 -4.416
H 2.065 -3.923 -4.451
H 2.218 -5.662 -4.640
H 1.538 -5.012 -3.165
H 4.895 -5.850 -1.875
H 3.401 -6.656 -2.324
H 2.080 -5.090 -0.967
H 3.392 -5.700 0.008
H 3.136 -3.207 0.236
H 4.724 -3.693 -0.334
H 1.902 -1.868 -3.004
H 1.658 -1.791 -1.264
H 1.377 -3.292 -2.108
H 5.251 -1.544 -1.312
H 3.706 -0.893 -0.766
H 4.159 -0.784 -2.469
H 4.670 -4.676 -5.294
H 4.356 -6.320 -4.715
H 5.703 -5.390 -4.054
C -4.516 -0.896 3.810
C -4.556 0.443 3.047
C -5.388 1.479 3.809
C -6.895 1.235 3.737
C -7.356 1.085 2.288
C -6.588 0.004 1.526
N -5.124 0.274 1.670
O -4.695 1.145 0.839
C -6.965 -1.394 2.033
C -6.936 0.056 0.045
C -3.129 0.943 2.900
H -4.389 -1.734 3.126
H -3.668 -0.902 4.494
H -5.407 -1.075 4.410
H -5.171 2.470 3.400
H -5.052 1.485 4.849
H -7.172 0.354 4.321
H -7.415 2.077 4.196
H -8.422 0.848 2.246
H -7.222 2.040 1.772
H -6.332 -2.153 1.572
H -7.998 -1.602 1.755
H -6.899 -1.505 3.111
H -6.775 1.045 -0.375
H -7.987 -0.206 -0.078
H -6.333 -0.656 -0.519
H -2.531 0.256 2.297
H -2.672 1.019 3.887
H -3.087 1.925 2.439
*
```

Properties
Molar mass (Da): 709.54
Expectation value of S²: 2.008
HOMO energy (alpha / beta) (eV): -7.9600 / -8.9397
E (eV): -54632.70251

---

Formula: C26H31NO7
Source: the Open Molecules 2025 dataset
Level of theory: ωB97M-V/def2-TZVPD

ORCA input file:
```
! wB97M-V def2-TZVPD RIJCOSX def2/J DEFGRID3
* xyz 0 1
C -1.040 -4.133 1.483
C -0.502 -3.411 2.714
O -1.053 -2.118 2.875
C -0.641 -1.103 2.048
C 0.383 -1.165 1.125
C 0.691 -0.059 0.336
C 1.731 -0.221 -0.751
C 1.397 -1.399 -1.629
C 0.184 -1.726 -2.172
O -0.001 -2.894 -2.768
C -0.991 -0.857 -2.039
C -0.945 0.490 -2.397
C -2.030 1.304 -2.182
C -3.187 0.811 -1.565
O -4.165 1.717 -1.372
C -5.345 1.379 -0.648
C -5.063 1.337 0.853
C -6.371 2.455 -0.988
C -3.242 -0.542 -1.232
C -2.163 -1.364 -1.490
C 2.469 -2.354 -1.580
O 2.484 -3.453 -2.129
C 3.526 -1.772 -0.658
O 4.590 -2.254 -0.336
N 3.033 -0.587 -0.226
C 3.744 0.274 0.683
C 4.407 1.450 -0.036
C 5.229 2.294 0.944
O 5.712 3.495 0.392
C 6.771 3.338 -0.521
C -0.002 1.124 0.509
C -1.030 1.200 1.435
C -1.368 0.094 2.193
O -2.401 0.159 3.072
H -0.630 -5.138 1.444
H -2.124 -4.195 1.533
H -0.765 -3.606 0.572
H 0.593 -3.361 2.691
H -0.802 -3.944 3.620
H 0.956 -2.069 0.990
H 1.813 0.715 -1.318
H 0.851 -3.410 -2.726
H -0.061 0.886 -2.872
H -2.013 2.343 -2.468
H -5.723 0.406 -0.991
H -5.959 1.039 1.391
H -4.758 2.322 1.197
H -4.264 0.637 1.084
H -6.555 2.471 -2.059
H -7.305 2.256 -0.470
H -5.996 3.429 -0.687
H -4.120 -0.968 -0.773
H -2.218 -2.411 -1.235
H 4.512 -0.342 1.160
H 3.047 0.638 1.444
H 3.648 2.091 -0.491
H 5.050 1.059 -0.826
H 4.594 2.603 1.779
H 6.063 1.693 1.338
H 7.134 4.340 -0.742
H 7.584 2.745 -0.085
H 6.445 2.862 -1.452
H 0.242 1.989 -0.087
H -1.591 2.110 1.570
H -2.457 -0.696 3.524
*
```

Properties
Molar mass (Da): 469.53
ΔE to the lowest compared entry with this formula, charge and spin (kcal per mole): 3.5
Structure (SMILES): CCOc1cc([C@@H]2/C(=C(/O)c3ccc(OC(C)C)cc3)C(=O)C(=O)N2CCCOC)ccc1O
HOMO energy (eV): -8.3332
E (eV): -43287.71383

---

Formula: C9H11N3O3
Source: the Open Molecules 2025 dataset
Level of theory: ωB97M-V/def2-TZVPD

ORCA input file:
```
! wB97M-V def2-TZVPD RIJCOSX def2/J DEFGRID3
* xyz 0 1
C 2.786 -2.446 -0.257
C 2.381 -1.086 0.297
O 1.054 -0.783 -0.257
C 0.012 -1.410 0.371
O 0.135 -2.093 1.330
C -1.185 -0.861 -0.207
O -2.400 -1.384 0.216
C -3.362 -0.893 -0.579
C -2.874 0.113 -1.333
C -1.445 0.156 -1.090
N -0.614 0.970 -1.751
C 0.060 1.945 -1.308
C 0.066 2.634 0.032
N -0.104 1.927 1.054
N -0.121 2.422 2.263
H 2.203 -3.176 0.310
H 2.290 -2.683 -1.210
H 3.804 -2.661 -0.193
H 3.044 -0.260 0.134
H 2.231 -1.013 1.416
H -4.393 -1.308 -0.306
H -3.298 0.578 -2.192
H 0.619 2.463 -2.027
H 0.125 3.735 0.034
H -0.468 3.406 2.369
H -0.547 1.709 2.886
*
```

Properties
Molar mass (Da): 209.21
ΔE to the lowest compared entry with this formula, charge and spin (kcal per mole): 26.2
Structure (SMILES): CCOC(=O)c1occc1/N=C\C=N\N
HOMO energy (eV): -8.2601
E (eV): -20120.82489

---

Formula: C9H17N5S
Source: the Open Molecules 2025 dataset
Level of theory: ωB97M-V/def2-TZVPD

ORCA input file:
```
! wB97M-V def2-TZVPD RIJCOSX def2/J DEFGRID3
* xyz 0 1
C -1.269 2.346 -0.241
C -2.833 2.019 0.077
C -3.185 0.680 -0.778
C -2.691 -0.746 -0.312
C -1.501 -1.471 -0.976
C -0.820 -2.527 -0.030
N -0.025 -1.924 1.022
C 0.770 -0.893 1.066
S 0.799 0.031 2.481
N 1.444 -0.399 -0.149
N 1.523 -1.158 -1.237
C 2.146 -0.420 -2.104
N 2.571 0.846 -1.579
C 2.021 0.858 -0.339
N 1.798 2.108 0.292
H -0.419 1.579 0.126
H -0.877 3.343 0.114
H -1.171 2.359 -1.370
H -3.523 2.842 -0.127
H -2.708 1.720 1.276
H -4.362 0.436 -1.107
H -2.694 0.818 -1.813
H -2.345 -0.563 0.770
H -3.673 -1.416 -0.350
H -0.711 -0.788 -1.352
H -1.714 -2.030 -1.883
H -1.620 -3.152 0.258
H -0.172 -3.187 -0.760
H -0.443 -2.012 1.941
H 2.505 -0.861 -3.088
H 1.854 2.044 1.299
H 2.299 2.980 -0.243
*
```

Properties
Molar mass (Da): 227.34
ΔE to the lowest compared entry with this formula, charge and spin (kcal per mole): 42.7
Structure (SMILES): CCCCCCNC(=S)n1ncnc1N
HOMO energy (eV): -8.8438
E (eV): -27891.37521

---

Formula: C3H7NO2
Source: the Open Molecules 2025 dataset
Level of theory: ωB97M-V/def2-TZVPD

ORCA input file:
```
! wB97M-V def2-TZVPD RIJCOSX def2/J DEFGRID3
* xyz 0 1
C -1.777 0.157 0.289
C -0.898 -0.730 -0.583
O 0.426 -0.814 0.051
C 1.182 0.288 -0.164
N 2.439 0.212 0.374
O 0.805 1.244 -0.810
H -1.892 1.171 -0.101
H -1.176 0.202 1.191
H -2.750 -0.262 0.562
H -1.268 -1.759 -0.630
H -0.755 -0.337 -1.590
H 2.688 -0.437 1.103
H 2.974 1.066 0.307
*
```

Properties
Molar mass (Da): 89.09
ΔE to the lowest compared entry with this formula, charge and spin (kcal per mole): 8.7
Structure (SMILES): CCOC(N)=O
HOMO energy (eV): -10.3339
E (eV): -8810.15251

---

Formula: C31H57N2O2P2Pd
Source: the Open Molecules 2025 dataset
Level of theory: ωB97M-V/def2-TZVPD

ORCA input file:
```
! wB97M-V def2-TZVPD RIJCOSX def2/J DEFGRID3
* xyz 1 3
C 2.401 -1.258 -1.167
C 1.665 0.779 -2.115
C 3.267 -1.469 -2.235
C 2.349 0.447 -3.343
C 3.189 -0.654 -3.367
H 3.913 -2.345 -2.161
H 2.264 1.149 -4.182
H 3.863 -0.858 -4.209
N 1.628 -0.190 -1.129
P 0.660 -2.343 0.840
P 0.436 2.438 -0.210
C 2.301 -2.285 -0.016
H 2.515 -3.281 -0.436
H 3.086 -2.052 0.727
C 1.090 2.057 -1.882
H 0.894 2.682 -2.763
C -1.353 3.221 -0.015
C 1.862 3.659 -0.006
C -0.331 -3.542 -0.290
C 1.043 -3.213 2.483
C -2.387 2.328 0.690
H -2.041 1.972 1.666
H -3.310 2.909 0.855
H -2.663 1.464 0.086
C -1.254 4.484 0.843
H -0.861 4.244 1.838
H -0.649 5.275 0.394
H -2.259 4.901 1.001
C -1.885 3.484 -1.420
H -2.854 4.011 -1.381
H -1.208 4.100 -2.023
H -2.047 2.524 -1.927
C 1.912 4.209 1.413
H 1.920 3.397 2.152
H 2.856 4.762 1.498
H 1.097 4.902 1.634
C 3.197 2.923 -0.264
H 3.285 2.032 0.372
H 3.322 2.625 -1.313
H 4.028 3.596 -0.006
C 1.618 4.738 -1.065
H 1.370 4.318 -2.053
H 0.810 5.439 -0.798
H 2.548 5.313 -1.205
C -0.295 -3.582 3.139
H -0.090 -4.001 4.134
H -0.909 -2.679 3.277
H -0.870 -4.331 2.582
C 1.743 -2.206 3.404
H 2.658 -1.793 2.958
H 1.062 -1.394 3.687
H 2.036 -2.738 4.323
C 1.973 -4.431 2.361
H 2.929 -4.171 1.887
H 2.198 -4.774 3.383
H 1.536 -5.286 1.834
C -0.071 -3.193 -1.760
H 0.941 -3.470 -2.079
H -0.774 -3.745 -2.403
H -0.224 -2.125 -1.941
C -1.820 -3.331 0.016
H -2.141 -2.322 -0.254
H -2.410 -4.045 -0.578
H -2.054 -3.496 1.074
C -0.016 -5.037 -0.098
H 1.039 -5.279 -0.281
H -0.321 -5.422 0.885
H -0.603 -5.599 -0.844
Pd 0.232 0.107 0.605
C 1.374 0.729 1.993
O 2.042 1.083 2.868
N -1.419 -0.198 -0.968
C -2.127 -0.261 -1.918
C -2.456 0.052 -3.404
C -1.652 1.200 -4.050
C -1.983 -1.190 -4.132
C -3.955 0.382 -3.446
H -1.792 2.198 -3.628
H -0.568 1.024 -4.071
H -1.972 1.286 -5.102
H -2.256 -2.142 -3.678
H -2.281 -1.231 -5.177
H -0.887 -1.193 -4.145
H -4.189 1.168 -4.169
H -4.576 -0.485 -3.659
H -4.319 0.777 -2.491
C -1.744 0.001 5.842
C -1.229 0.630 4.564
O -1.307 -0.261 3.430
H -2.828 -0.135 5.800
H -1.523 0.659 6.684
H -1.273 -0.968 6.032
H -1.773 1.563 4.351
H -0.167 0.876 4.654
H -2.173 -0.111 3.002
*
```

Properties
Molar mass (Da): 658.18
ΔE to the lowest compared entry with this formula, charge and spin (kcal per mole): 0.0
Expectation value of S²: 2.047
HOMO energy (alpha / beta) (eV): -8.7201 / -10.0704
E (eV): -62197.38363